[1]
Below is a structure of composition C27H28BN8S2V at a distorted geometry, with properties calculated with ωB97M-V with the def2-TZVPD basis set.

Values from the calculation:
2S+1: 3
HOMO (spin up / spin down): -0.5183 / -0.5184 Ha
⟨S²⟩: 2.02
frontier orbital gap (spin up / spin down): 0.2286 / 0.2249 hartree
net charge: +2

```
67
Properties=species:S:1:pos:R:3:lowdin_charge:R:1
V -14.64 -8.33 -7.77 0.587
C -17.41 -11.17 -9.57 -0.031
C -17.20 -9.85 -9.17 -0.098
N -16.02 -9.77 -8.50 -0.065
N -15.49 -11.06 -8.46 -0.012
C -16.34 -11.91 -9.07 -0.015
B -14.28 -11.45 -7.65 -0.553
N -14.56 -10.87 -6.25 -0.007
C -14.55 -11.53 -5.09 -0.025
C -14.86 -10.64 -4.04 -0.020
C -15.04 -9.41 -4.67 -0.132
N -14.89 -9.52 -6.01 -0.069
N -13.12 -10.68 -8.22 0.007
C -11.98 -11.23 -8.65 -0.008
C -11.21 -10.25 -9.28 0.002
C -11.94 -9.05 -9.17 -0.057
N -13.09 -9.30 -8.49 -0.084
H -18.30 -11.58 -10.05 0.123
H -17.82 -8.99 -9.30 0.108
H -16.14 -12.97 -9.20 0.143
H -14.09 -12.66 -7.54 0.150
H -14.34 -12.61 -5.05 0.142
H -14.97 -10.83 -2.98 0.112
H -15.30 -8.47 -4.20 0.108
H -11.77 -12.27 -8.45 0.146
H -10.25 -10.41 -9.79 0.123
H -11.68 -8.05 -9.48 0.127
S -15.41 -6.69 -9.29 0.782
C -15.58 -5.42 -8.09 -0.516
N -16.40 -4.34 -8.35 -0.064
C -16.18 -3.22 -7.43 -0.087
C -16.32 -3.69 -5.99 -0.090
N -15.23 -4.63 -5.75 -0.074
C -14.62 -4.63 -4.43 -0.118
C -13.26 -3.95 -4.42 -0.233
C -12.16 -4.72 -4.02 -0.071
C -10.88 -4.27 -4.23 -0.063
C -10.66 -3.00 -4.80 -0.055
C -11.76 -2.20 -5.09 -0.062
C -13.06 -2.65 -4.86 -0.042
C -14.92 -5.51 -6.76 -0.496
S -13.71 -6.73 -6.39 0.811
C -17.16 -4.14 -9.58 -0.115
C -18.61 -3.91 -9.31 -0.242
C -19.36 -4.83 -8.58 -0.045
C -20.66 -4.51 -8.19 -0.074
C -21.24 -3.32 -8.59 -0.070
C -20.57 -2.52 -9.49 -0.053
C -19.24 -2.80 -9.86 -0.024
H -16.91 -2.42 -7.62 0.152
H -15.16 -2.78 -7.60 0.163
H -17.31 -4.15 -5.77 0.163
H -16.19 -2.82 -5.35 0.135
H -14.48 -5.68 -4.09 0.107
H -15.29 -4.11 -3.74 0.147
H -12.38 -5.67 -3.52 0.118
H -10.04 -4.91 -3.97 0.120
H -9.63 -2.67 -4.98 0.123
H -11.63 -1.22 -5.57 0.121
H -13.92 -1.99 -5.00 0.110
H -16.98 -5.01 -10.22 0.088
H -16.77 -3.26 -10.10 0.147
H -18.91 -5.77 -8.24 0.112
H -21.23 -5.26 -7.61 0.123
H -22.24 -3.07 -8.19 0.126
H -21.10 -1.66 -9.92 0.121
H -18.70 -2.15 -10.55 0.123
```

---

[2]
Below is a cluster of 10 separate species, C27H28F11O28P in total at a distorted geometry, with properties calculated with ωB97M-V with the def2-TZVPD basis set.

Values from the calculation:
HOMO: -0.4036 Ha
SMILES string: O=C1OC[C@@H](F)O1.O=C1OC[C@@H](F)O1.O=C1OC[C@@H](F)O1.O=C1OC[C@@H](F)O1.O=C1OC[C@@H](F)O1.O=C1OC[C@@H](F)O1.O=C1OC[C@@H](F)O1.O=C1OC[C@@H](F)O1.O=C1OC[C@@H](F)O1.OP(F)F
frontier orbital gap: 0.4089 hartree

```
95
Properties=species:S:1:pos:R:3:lowdin_charge:R:1
O 0.11 4.04 -5.28 -0.248
P -1.47 4.23 -4.99 0.741
F -2.06 3.09 -5.95 -0.263
F -1.75 5.55 -5.79 -0.238
H 0.23 4.28 -6.22 0.069
C 0.27 0.65 -1.43 -0.052
C 0.51 1.87 -2.29 -0.301
O 0.19 2.94 -1.41 0.134
C 0.45 2.49 -0.15 -0.541
O 0.54 3.19 0.81 0.151
O 0.59 1.15 -0.12 0.072
F -0.32 1.91 -3.35 0.037
H -0.77 0.34 -1.46 0.145
H 0.90 -0.19 -1.69 0.140
H 1.54 1.99 -2.63 0.178
C -2.19 4.21 1.73 -0.060
C -2.57 5.04 2.93 -0.310
O -3.76 5.68 2.49 0.132
C -4.35 4.85 1.58 -0.552
O -5.46 4.95 1.21 0.181
O -3.47 3.90 1.17 0.071
F -1.64 5.98 3.21 0.079
H -1.60 4.77 1.01 0.141
H -1.65 3.30 2.00 0.128
H -2.79 4.47 3.84 0.174
C 2.65 1.63 2.72 -0.037
C 2.02 0.99 3.93 -0.296
O 1.92 -0.37 3.53 0.128
C 2.93 -0.60 2.65 -0.544
O 3.30 -1.68 2.32 0.180
O 3.46 0.56 2.20 0.053
F 0.78 1.48 4.17 0.075
H 1.91 1.92 1.97 0.106
H 3.26 2.50 2.97 0.142
H 2.62 1.06 4.84 0.176
C -4.76 3.05 -7.70 -0.064
C -5.11 3.61 -9.05 -0.315
O -5.66 2.49 -9.72 0.132
C -6.21 1.69 -8.76 -0.549
O -6.98 0.82 -8.97 0.186
O -5.77 2.05 -7.52 0.073
F -4.00 4.03 -9.73 0.074
H -3.78 2.58 -7.68 0.127
H -4.81 3.79 -6.91 0.137
H -5.84 4.42 -9.04 0.174
C 6.41 1.53 1.72 -0.054
C 7.50 2.49 1.33 -0.315
O 7.16 3.66 2.06 0.136
C 6.50 3.25 3.17 -0.557
O 6.29 3.93 4.12 0.172
O 6.11 1.96 3.05 0.059
F 7.47 2.77 0.00 0.079
H 5.52 1.65 1.09 0.135
H 6.72 0.50 1.69 0.137
H 8.49 2.17 1.60 0.132
C -2.02 -3.26 2.55 -0.043
C -1.88 -1.85 3.07 -0.299
O -0.73 -1.38 2.39 0.127
C -0.67 -2.05 1.21 -0.539
O 0.00 -1.73 0.28 0.167
O -1.49 -3.13 1.22 0.083
F -1.65 -1.83 4.40 0.085
H -1.41 -3.97 3.11 0.155
H -3.05 -3.60 2.53 0.097
H -2.73 -1.20 2.85 0.177
C -4.56 -7.19 2.44 -0.044
C -5.99 -7.02 2.88 -0.304
O -5.92 -5.97 3.83 0.144
C -4.85 -5.20 3.47 -0.545
O -4.65 -4.10 3.88 0.164
O -4.06 -5.84 2.58 0.066
F -6.47 -8.14 3.49 0.079
H -4.01 -7.85 3.11 0.150
H -4.46 -7.53 1.41 0.103
H -6.68 -6.74 2.08 0.169
C 12.50 -0.44 1.40 -0.045
C 12.14 0.36 2.63 -0.310
O 10.96 1.04 2.21 0.137
C 10.36 0.25 1.28 -0.527
O 9.24 0.38 0.91 0.173
O 11.21 -0.70 0.83 0.087
F 13.09 1.27 2.93 0.084
H 13.10 0.14 0.70 0.147
H 13.01 -1.37 1.63 0.142
H 11.91 -0.24 3.51 0.176
C -6.50 -5.67 -2.45 -0.040
C -6.19 -4.67 -1.36 -0.305
O -5.64 -5.50 -0.34 0.124
C -5.06 -6.57 -0.97 -0.532
O -4.30 -7.31 -0.45 0.165
O -5.48 -6.66 -2.25 0.090
F -7.30 -4.07 -0.89 0.085
H -7.48 -6.12 -2.31 0.147
H -6.44 -5.24 -3.45 0.143
H -5.46 -3.91 -1.63 0.178
```

---

[3]
Below is a structure of composition C27H28IN3O2Pt at a distorted geometry, with properties calculated with ωB97M-V with the def2-TZVPD basis set.

Values from the calculation:
2S+1: 3
HOMO (spin up / spin down): -0.2522 / -0.2521 Ha
⟨S²⟩: 2.01
frontier orbital gap (spin up / spin down): 0.2051 / 0.1997 hartree

```
62
Properties=species:S:1:pos:R:3:lowdin_charge:R:1
C -1.53 1.02 2.34 -0.181
C -1.24 2.30 1.74 -0.195
H -2.58 0.76 2.02 0.094
H -1.36 0.83 3.40 0.018
H -0.81 0.27 1.93 0.087
H -1.09 2.19 0.63 0.071
H -2.01 3.09 1.64 0.096
H -0.25 2.79 1.76 0.049
C -2.25 -3.48 -2.20 -0.111
C -3.16 -4.39 -2.69 -0.037
C -3.50 -4.28 -4.05 -0.037
C -2.94 -3.29 -4.89 0.015
H -2.01 -3.31 -1.15 0.117
H -3.59 -5.13 -1.99 0.120
H -4.21 -5.00 -4.43 0.107
H -3.30 -3.14 -5.90 0.113
N -1.64 -2.59 -3.05 -0.119
C -1.91 -2.46 -4.40 -0.183
C -1.24 -1.29 -4.95 -0.184
N -0.54 -0.61 -3.97 -0.119
C 0.07 0.59 -4.11 -0.096
C -0.70 0.62 -6.36 -0.039
C 0.04 1.24 -5.33 -0.028
H 0.48 1.01 -3.19 0.099
H 0.58 2.18 -5.43 0.119
C -1.39 -0.58 -6.16 0.012
H -2.07 -0.98 -6.90 0.110
H -0.70 1.12 -7.32 0.109
Pt -1.36 -0.82 -2.18 0.709
I -3.30 0.49 -1.71 0.121
C -0.87 2.39 4.83 -0.065
C 0.37 2.66 3.98 -0.246
C 0.47 3.97 3.48 -0.107
C 1.43 4.31 2.53 -0.103
C 2.25 3.32 2.00 -0.038
C 2.05 1.96 2.37 -0.183
N 2.41 1.04 1.39 0.102
C 2.65 -0.33 1.43 -0.195
C 3.37 -0.89 2.50 -0.050
C 3.51 -2.28 2.58 -0.088
C 3.02 -3.13 1.57 -0.089
C 2.37 -2.55 0.47 -0.040
C 2.15 -1.17 0.37 -0.062
C 1.28 -0.60 -0.74 -0.550
O 1.44 0.56 -1.13 0.003
O 0.45 -1.49 -1.27 -0.242
C 1.25 1.66 3.53 -0.162
C 1.12 0.26 4.02 -0.047
H -1.64 1.77 4.36 0.045
H -0.67 1.88 5.78 0.085
H -1.47 3.30 4.94 0.083
H -0.35 4.66 3.70 0.109
H 1.41 5.30 2.08 0.105
H 3.00 3.56 1.24 0.113
H 2.40 1.40 0.45 0.117
H 3.76 -0.22 3.29 0.124
H 4.00 -2.70 3.44 0.097
H 3.15 -4.22 1.62 0.100
H 1.98 -3.19 -0.33 0.113
H 0.94 -0.42 3.18 0.078
H 2.00 -0.10 4.56 0.081
H 0.25 0.15 4.67 0.073
```

---

[4]
Below is an isolated molecule of C27H28N2O5, with properties calculated with ωB97M-V with the def2-TZVPD basis set.

Values from the calculation:
HOMO: -0.3041 Ha
SMILES string: COc1ccccc1NC(=O)COc1ccc(C(=O)N[C@@H]2CCCc3ccccc32)cc1OC
frontier orbital gap: 0.3242 hartree

```
62
Properties=species:S:1:pos:R:3:lowdin_charge:R:1
C -0.23 -0.55 2.04 -0.065
H -0.38 -1.22 2.89 0.103
O 1.01 -0.77 1.42 -0.090
C 1.24 -1.99 0.84 -0.195
C 0.35 -3.05 0.82 -0.031
C 0.69 -4.23 0.18 -0.092
C 1.91 -4.37 -0.44 -0.085
C 2.82 -3.32 -0.43 -0.003
C 2.49 -2.13 0.21 -0.137
N 3.35 -1.03 0.27 0.163
C 4.37 -0.71 -0.56 -0.459
O 4.87 -1.44 -1.38 0.082
C 4.90 0.72 -0.34 -0.083
O 4.03 1.59 0.34 -0.071
C 2.77 1.80 -0.19 -0.193
C 2.39 1.36 -1.45 0.011
C 1.08 1.47 -1.87 0.002
C 0.11 2.01 -1.03 -0.132
C 0.51 2.53 0.20 0.043
C 1.83 2.46 0.63 -0.199
O 2.05 2.99 1.86 -0.068
C 3.35 3.37 2.25 -0.070
H 3.22 4.02 3.11 0.095
H 3.96 2.51 2.54 0.090
H 3.86 3.92 1.46 0.101
H -0.19 3.02 0.85 0.132
C -1.31 1.93 -1.45 -0.456
O -1.67 2.02 -2.61 0.077
N -2.17 1.69 -0.43 0.105
H -1.78 1.54 0.49 0.124
C -3.55 1.30 -0.62 -0.253
C -3.71 -0.18 -0.32 -0.114
C -2.75 -1.07 -0.81 -0.030
C -2.85 -2.42 -0.56 -0.090
C -3.91 -2.91 0.18 -0.081
C -4.87 -2.04 0.66 -0.040
C -4.79 -0.67 0.41 -0.171
C -5.86 0.24 0.94 -0.150
C -5.88 1.58 0.22 -0.187
C -4.47 2.17 0.23 -0.139
H -4.48 3.19 -0.17 0.120
H -4.10 2.20 1.25 0.122
H -6.21 1.44 -0.81 0.123
H -6.58 2.26 0.72 0.111
H -5.68 0.40 2.01 0.124
H -6.83 -0.25 0.85 0.117
H -5.70 -2.42 1.23 0.112
H -3.99 -3.97 0.39 0.102
H -2.10 -3.09 -0.95 0.099
H -1.93 -0.68 -1.40 0.119
H -3.75 1.47 -1.69 0.160
H 0.78 1.10 -2.84 0.124
H 3.11 0.89 -2.10 0.121
H 5.21 1.12 -1.32 0.140
H 5.79 0.66 0.29 0.145
H 3.02 -0.31 0.90 0.138
H 3.78 -3.40 -0.91 0.106
H 2.17 -5.29 -0.94 0.102
H -0.02 -5.05 0.18 0.103
H -0.61 -2.96 1.30 0.099
H -0.20 0.48 2.40 0.094
H -1.06 -0.67 1.33 0.079
```

---

[5]
Below is an isolated molecule of C27H28N2O5S at a distorted geometry, with properties calculated with ωB97M-V with the def2-TZVPD basis set.

Values from the calculation:
HOMO: -0.2995 Ha
SMILES string: COc1ccc([C@H](C(=O)NC2CCCCC2)N(C(=O)c2cccs2)c2ccc3c(c2)OCO3)cc1
frontier orbital gap: 0.3139 hartree

```
63
Properties=species:S:1:pos:R:3:lowdin_charge:R:1
C -4.92 -4.80 -0.22 -0.093
H -4.50 -4.72 -1.23 0.095
O -4.92 -3.56 0.45 -0.084
C -3.74 -2.93 0.66 -0.274
C -3.81 -1.70 1.32 0.012
C -2.67 -0.98 1.58 -0.014
C -1.42 -1.46 1.19 -0.177
C -1.35 -2.69 0.56 -0.023
C -2.49 -3.42 0.29 -0.007
H -2.39 -4.38 -0.21 0.103
H -0.39 -3.09 0.26 0.117
C -0.15 -0.69 1.50 -0.115
N 0.84 -0.84 0.43 0.040
C 0.50 -0.69 -0.87 -0.448
O -0.60 -0.30 -1.24 0.068
C 1.50 -1.07 -1.88 -0.422
C 1.57 -0.53 -3.14 -0.095
C 2.55 -1.14 -3.95 -0.173
C 3.19 -2.15 -3.31 -0.390
S 2.64 -2.36 -1.70 1.088
H 3.97 -2.79 -3.69 0.063
H 2.75 -0.85 -4.97 0.103
H 0.93 0.27 -3.46 0.119
C 2.20 -0.90 0.84 -0.279
C 2.63 -1.93 1.66 -0.032
C 3.95 -2.00 2.09 0.024
C 4.81 -1.01 1.67 -0.197
C 4.37 0.03 0.85 -0.186
C 3.07 0.11 0.43 0.074
H 2.73 0.92 -0.20 0.138
O 5.41 0.87 0.58 0.045
C 6.52 0.34 1.28 -0.152
O 6.14 -0.85 1.94 0.040
H 7.34 0.12 0.57 0.141
H 6.88 1.07 2.02 0.142
H 4.30 -2.80 2.73 0.122
H 1.94 -2.70 1.96 0.122
H 0.30 -1.11 2.40 0.157
C -0.38 0.81 1.80 -0.454
O 0.00 1.30 2.85 0.073
N -0.98 1.47 0.81 0.110
H -1.20 0.95 -0.04 0.108
C -1.22 2.89 0.80 -0.289
C -0.29 3.57 -0.22 -0.139
C -0.91 3.53 -1.61 -0.194
C -2.17 4.40 -1.66 -0.196
C -2.85 4.48 -0.29 -0.201
C -2.69 3.16 0.46 -0.142
H -3.07 2.35 -0.16 0.120
H -3.28 3.17 1.38 0.115
H -3.91 4.71 -0.41 0.107
H -2.41 5.28 0.31 0.111
H -2.86 3.99 -2.39 0.107
H -1.91 5.41 -1.99 0.105
H -0.19 3.88 -2.36 0.107
H -1.16 2.49 -1.86 0.102
H 0.68 3.05 -0.22 0.111
H -0.10 4.60 0.07 0.117
H -0.97 3.25 1.80 0.147
H -2.74 -0.03 2.09 0.118
H -4.78 -1.34 1.61 0.119
H -5.96 -5.11 -0.29 0.092
H -4.36 -5.56 0.34 0.095
```

---

[6]
Below is a cluster of 2 separate species, C27H28N3 in total at a distorted geometry, with properties calculated with ωB97M-V with the def2-TZVPD basis set.

Values from the calculation:
HOMO: -0.3841 Ha
frontier orbital gap: 0.2170 hartree
net charge: +1

```
58
Properties=species:S:1:pos:R:3:lowdin_charge:R:1
C -3.35 0.46 3.44 -0.054
C -1.98 -0.11 3.43 -0.285
C -0.89 0.73 3.42 0.014
C 0.40 0.18 3.42 -0.240
C 0.56 -1.23 3.43 -0.200
C -0.55 -2.08 3.44 -0.017
C -1.79 -1.51 3.44 -0.047
N 1.92 -1.45 3.42 0.153
C 2.52 -0.19 3.42 -0.374
C 3.98 0.02 3.43 -0.018
N 1.63 0.78 3.42 0.148
H -4.10 -0.34 3.44 0.078
H -3.51 1.07 4.33 0.086
H -3.52 1.08 2.56 0.076
H -1.00 1.79 3.38 0.102
H -0.41 -3.14 3.44 0.108
H -2.66 -2.15 3.45 0.108
H 2.38 -2.36 3.45 0.173
H 4.20 1.09 3.43 0.081
H 4.44 -0.42 4.31 0.085
H 4.44 -0.43 2.55 0.073
C 2.28 0.71 -0.74 0.024
C 2.62 2.11 -0.43 -0.142
N 3.79 2.71 -0.78 0.000
C 4.89 2.08 -1.51 0.029
C 3.79 4.05 -0.35 -0.133
C 2.56 4.29 0.27 -0.091
C 2.25 5.58 0.72 -0.006
C 3.19 6.58 0.59 -0.054
C 4.44 6.32 0.02 -0.060
C 4.74 5.07 -0.47 0.001
C 1.81 3.05 0.25 -0.076
C 0.48 2.84 0.68 0.131
C -0.33 3.76 1.44 -0.224
C 0.16 4.47 2.55 -0.044
C -0.60 5.41 3.19 -0.018
C -1.90 5.70 2.76 -0.246
C -2.69 6.78 3.41 -0.033
C -2.42 4.96 1.70 -0.019
C -1.68 3.99 1.08 -0.001
H 1.29 0.44 -0.38 0.086
H 2.29 0.54 -1.82 0.104
H 2.99 0.02 -0.29 0.099
H 5.71 2.78 -1.66 0.092
H 5.26 1.23 -0.94 0.104
H 4.55 1.74 -2.49 0.106
H 1.29 5.80 1.13 0.097
H 2.96 7.56 0.95 0.112
H 5.17 7.11 -0.04 0.114
H 5.69 4.88 -0.94 0.106
H -0.02 1.96 0.31 0.124
H 1.17 4.28 2.88 0.130
H -0.19 5.97 4.01 0.126
H -3.69 6.86 2.98 0.084
H -2.79 6.59 4.48 0.094
H -2.20 7.75 3.29 0.095
H -3.42 5.17 1.36 0.118
H -2.10 3.44 0.25 0.121
```

---

| no. | DFT total energy (eV) |
| --- | --- |
| 1 | -88397.6075 |
| 2 | -124967.8871 |
| 3 | -48362.4873 |
| 4 | -41671.8902 |
| 5 | -52506.5216 |
| 6 | -32918.9239 |